Formula: C9H14
Source: the Open Molecules 2025 dataset
Level of theory: ωB97M-V/def2-TZVPD

Each line ends with the Mulliken charge.
CARTESIAN COORDINATES (ANGSTROEM)
C 1.3266 1.5599 -1.2587  -0.44
C -0.3271 1.7338 0.9821  1.05
C -0.7599 2.2333 -0.2592  -0.70
C -0.3874 -2.7018 -0.0624  -0.62
C -1.3644 1.6475 2.0639  -1.50
C 1.8347 1.2332 -0.0020  -0.36
C 0.1297 -3.3701 -1.3454  -0.84
C 0.9949 1.2480 1.1453  -0.59
C 0.0132 1.9907 -1.3438  -0.30
H 0.7386 -4.2699 -1.1602  0.28
H 0.8076 -2.6966 -1.8708  0.26
H 2.8549 0.8542 -0.0156  0.32
H -1.2078 0.8733 2.8083  0.38
H 1.9398 1.1795 -2.0585  0.38
H -1.7330 2.6635 -0.4026  0.39
H -1.4084 2.5415 2.6930  0.33
H -0.5646 -3.5185 0.6284  0.32
H -0.0917 2.3400 -2.3887  0.30
H -1.3001 -2.1162 -0.2333  0.25
H -0.6886 -3.7178 -2.0025  0.26
H 1.3139 0.7838 2.0779  0.38
H -2.3798 1.3986 1.7220  0.35
H 0.2589 -1.8900 0.2829  0.10

E_LUMO   1.00 eV
Relative energy (zero: lowest compared OMol25 entry of this formula, charge and spin)   98.72 kJ/mol
HOMO energy   -8.99 eV
Calculated total energy   -351.292592 hartree
SMILES string   Cc1ccccc1.CC